Record 1
90
Properties=species:S:1:pos:R:3 method="wB97M-V/def2-TZVPD" e_tot_ha=-9095.7798 charge=-1 e_lumo_ev=1.82 homo_lumo_gap_ev=7.272 multiplicity=1
H -2.710 4.385 -1.752
O -0.905 2.865 -2.785
C 0.764 4.549 -0.237
H -0.277 -5.832 3.335
C -0.511 -2.057 -1.717
H -1.374 -4.661 -0.754
H 4.803 -3.622 -0.464
Se 0.119 0.910 1.981
C -3.033 3.412 4.251
H 1.019 3.806 0.508
O -0.969 3.803 1.978
C -0.471 5.180 -0.175
F -1.345 5.613 6.610
C -1.356 2.705 -1.660
H -3.822 -7.039 -3.335
H -3.489 2.825 -1.521
C 1.179 -4.607 2.347
H -2.540 -6.242 -5.292
C 2.577 -0.048 -0.981
F -1.065 3.179 5.542
C 0.458 -2.396 1.722
H -2.030 -4.076 3.299
C 3.862 -4.137 -0.624
C -0.883 -4.584 -2.852
C -4.077 4.261 3.902
C 1.444 -3.378 1.749
N -1.709 -0.680 -0.471
C -2.993 -6.355 -3.199
H 2.194 5.060 -4.052
H -1.791 6.640 -1.016
S -1.671 4.614 0.989
C 2.860 -3.529 -1.366
C -4.230 5.511 4.460
H 2.313 -7.073 0.036
C -2.242 5.171 5.720
H 4.441 -5.895 0.472
C 3.885 0.276 -1.314
C 4.906 0.084 -0.394
O -2.351 5.775 1.505
C 2.143 5.980 -3.465
C -0.790 -2.651 2.296
C -1.611 -5.028 -1.748
C 0.028 6.419 -2.160
O -0.858 1.954 -0.725
H 1.766 0.117 -1.687
N -2.706 3.602 0.244
H 0.535 -5.985 -1.268
H -0.646 -4.657 -4.969
P 0.413 -3.324 -2.639
C 1.455 -5.452 -1.074
H 5.418 -0.523 1.606
H -3.240 -6.239 -1.067
H 3.076 -1.035 2.232
C -2.638 3.441 -1.218
P 0.599 -0.844 0.769
Se 1.343 -2.673 -4.406
C 3.318 -0.710 1.226
C -1.212 -5.027 -4.122
H -0.262 7.136 -2.920
F -3.452 7.177 5.926
C -0.836 6.137 -1.114
C -2.660 -5.913 -1.922
H 3.036 -2.577 -1.835
C 4.623 -0.399 0.880
C 1.635 -4.163 -1.566
H 1.758 6.774 -4.106
F -5.274 6.279 4.132
C 2.303 -0.570 0.279
H 5.925 0.336 -0.660
C 1.249 5.761 -2.270
C 3.659 -5.409 -0.101
C 2.464 -6.070 -0.344
H 4.103 0.676 -2.298
H 3.159 6.241 -3.159
H 2.410 -3.197 1.295
F -4.994 3.864 3.023
H 1.954 -5.364 2.369
N -1.776 -1.957 -2.206
C -2.269 -5.914 -4.296
N -2.470 -1.137 -1.446
C -0.068 -4.865 2.890
H -1.552 -1.880 2.283
H 2.576 4.346 -1.355
C 1.620 4.854 -1.279
C -3.309 5.971 5.374
C -0.464 -1.190 -0.616
C -2.114 3.916 5.164
Bi -2.335 1.491 1.036
S -2.955 1.751 3.702
C -1.053 -3.882 2.871

=====

Record 2
85
Properties=species:S:1:pos:R:3 method="wB97M-V/def2-TZVPD" e_tot_ha=-6460.1442 e_lumo_ev=-0.79 homo_lumo_gap_ev=6.075 multiplicity=1
H 1.537 1.618 -1.949
C -1.968 0.187 3.053
C 2.466 -2.460 -2.610
S 0.404 -0.330 1.925
H -1.490 1.124 3.304
N -4.733 4.622 0.457
C -1.168 0.974 -3.281
H 4.289 -5.305 -2.481
C 2.576 -3.325 -0.340
H 0.571 -3.080 2.927
C -2.501 -1.824 -1.735
S 0.249 4.442 -0.952
H -1.123 0.007 -6.507
S -1.452 3.386 1.548
C 3.242 -3.522 -3.042
H -5.315 -0.100 0.287
S -0.909 0.457 -1.594
N -2.532 6.031 -2.776
N -0.757 1.516 -0.630
C -1.462 4.744 -0.810
H -4.880 -1.494 3.411
C -3.597 4.480 0.334
H -1.709 2.903 -2.541
C 2.411 0.304 -0.465
C 4.016 2.430 0.224
C 2.242 1.516 -1.137
C -4.529 -0.581 -0.280
H 3.565 -2.619 5.955
H -0.652 -0.881 -4.243
H 4.616 3.275 0.532
C 2.233 -0.273 3.909
C -1.682 1.955 -5.795
C -1.596 2.284 -3.420
C -1.280 -0.764 2.316
C 4.185 1.211 0.853
C -1.852 2.778 -4.692
H 2.283 0.784 3.674
N 0.275 -0.675 -1.868
H 1.996 -4.058 4.701
C -1.255 0.640 -5.639
N 0.669 -1.425 0.687
C 2.144 -2.385 -1.261
C 2.514 3.696 2.617
C 2.064 -3.002 4.473
C -2.350 -0.534 -1.251
H -2.179 3.803 -4.806
H 3.711 -0.198 5.450
C -1.865 -1.972 1.951
H 2.109 -1.706 -3.299
C 3.369 0.137 0.517
H 2.936 3.537 -1.277
H -1.882 2.339 -6.787
H -1.322 -2.681 1.343
C 1.265 -2.459 3.480
C -3.274 -0.079 3.439
H 3.696 -5.131 -0.091
C -0.994 0.137 -4.376
N 1.662 3.660 1.829
C -3.689 -2.495 -1.482
C 2.946 -2.189 5.179
H -3.633 -3.165 2.083
C 3.030 -0.834 4.899
H 3.457 -0.803 1.050
C 3.352 -4.382 -0.792
Se 3.814 3.690 3.845
C -3.863 -1.288 3.103
C 3.683 -4.478 -2.135
C -3.162 -2.231 2.361
H 3.504 -3.603 -4.088
H 2.296 -3.232 0.700
H 4.915 1.111 1.644
H -3.176 1.097 -0.131
H -5.631 -2.394 -0.582
N 0.744 1.080 1.851
C -2.185 4.284 0.235
C 1.368 -1.100 3.212
H -3.825 -3.503 -1.850
Ir 0.454 2.679 0.551
H -3.827 0.663 4.000
C -4.702 -1.870 -0.766
H -1.703 -2.297 -2.291
C -3.344 0.098 -0.515
C -2.081 5.456 -1.886
C 3.049 2.588 -0.770
S 1.224 -0.995 -0.683

=====

Record 3
83
Properties=species:S:1:pos:R:3 method="wB97M-V/def2-TZVPD" s2=3.759 e_tot_ha=-8836.2606 charge=+1 e_lumo_ev="-3.46 / -3.46" homo_lumo_gap_ev="6.898 / 6.913" multiplicity=4
H -0.892 -4.271 0.495
Br 0.261 6.700 -3.441
C 2.037 2.260 0.089
C 1.026 -5.214 0.179
C 2.458 -1.843 -2.123
C -2.266 3.143 -0.473
H -1.474 5.655 -1.437
N 0.757 2.221 0.466
C -0.565 -0.028 3.726
C 0.183 -4.187 0.574
C -2.234 -2.284 1.387
C 0.914 4.042 1.999
H 0.940 1.742 -3.161
H -0.723 1.134 5.520
N -1.844 -0.702 -1.901
C 0.001 4.950 -2.788
C 2.876 -3.778 0.639
H 2.762 5.212 1.631
C -3.233 -0.602 -1.903
H 6.342 -1.866 -2.284
H -2.974 -1.552 1.411
C 3.162 -2.937 -2.616
C -0.319 -2.376 4.123
Co -0.645 0.713 -0.767
C -0.633 0.183 5.098
H -0.153 -3.347 3.660
H 0.517 4.746 2.694
H -3.190 5.116 -0.557
C 2.821 3.396 0.559
C 2.218 4.308 1.442
N -0.492 2.479 -1.835
C -4.225 2.506 1.410
H -5.154 -1.296 -2.591
C -1.311 -1.739 -2.614
C -4.027 -1.334 -2.684
H -0.320 -3.041 6.221
H 0.608 -6.191 -0.082
C -0.370 -1.326 3.184
H -1.641 -3.323 -3.988
H -3.616 0.242 -1.383
P -0.507 -1.539 1.345
H 2.449 -1.789 1.300
H 5.030 0.286 -1.305
C -3.260 1.598 0.949
H -4.926 2.321 2.213
N 2.664 1.417 -0.685
C 0.480 2.641 -2.776
N -0.026 -2.170 -2.500
C -2.125 -2.503 -3.530
H 3.105 -5.791 0.101
C -3.498 -2.317 -3.548
H 3.886 -3.717 0.781
H -4.124 -2.873 -4.146
C 3.206 -0.716 -1.681
C 4.546 -0.604 -1.739
C 1.005 -1.397 -2.095
C 2.260 0.314 -1.293
C -0.420 -2.166 5.502
H -0.669 0.938 3.103
C 5.263 -1.777 -2.175
C -0.553 -0.880 6.008
H 5.221 -3.672 -2.909
C -0.915 4.781 -1.779
C -3.214 4.106 -0.150
H -2.280 -3.088 2.091
C 0.262 2.979 1.455
H 3.754 3.584 0.185
H 1.710 4.113 -3.818
H -0.777 2.774 1.818
C 0.659 -2.947 1.026
C -1.204 3.501 -1.397
N -2.284 1.913 0.054
C 2.379 -4.978 0.218
C -4.145 3.747 0.783
C 0.837 3.906 -3.198
C 4.556 -2.933 -2.584
C 2.015 -2.679 0.995
H -3.099 0.528 1.208
H -2.420 -2.821 0.431
Br -5.466 5.053 1.369
N 0.996 -0.073 -1.635
H 2.701 -3.879 -2.909
H -0.657 -0.698 7.038

=====

Record 4
92
Properties=species:S:1:pos:R:3 method="wB97M-V/def2-TZVPD" s2=9.337 e_tot_ha=-6322.9595 e_lumo_ev="-0.85 / -0.82" homo_lumo_gap_ev="6.652 / 6.677" multiplicity=6
Cl -1.567 2.610 6.708
C -3.371 -4.068 1.529
C -1.639 -2.825 0.473
C 2.084 1.776 -1.149
H -2.036 2.250 1.722
H -2.934 -1.003 2.860
N 1.064 4.555 -4.819
O 0.241 5.875 -6.418
H 2.920 -0.855 2.125
C -0.677 1.791 4.246
C 1.369 2.476 3.317
H 0.854 -1.979 -2.537
C 3.198 -1.551 -1.548
C 0.563 -7.352 1.984
H -0.757 -3.325 -1.421
Cl 2.522 2.379 1.986
C -0.051 2.507 -1.459
H -1.089 -7.726 2.852
C 4.348 -1.166 0.527
Cl 3.058 4.353 4.533
C -2.620 2.212 0.786
C -3.858 1.790 -1.568
N 2.398 6.158 -5.932
C 2.016 -1.289 -0.882
C -3.966 3.027 -0.966
C -0.485 -3.998 3.664
C -2.824 -1.832 2.181
C 0.804 -1.216 -1.788
N -2.420 1.023 0.190
H -0.386 3.947 -3.145
N -0.449 -1.306 -1.045
C 2.545 2.626 -2.155
H 3.595 2.639 -2.415
C -0.509 -5.349 3.315
C -3.668 -2.914 2.232
C -3.406 3.218 0.281
N 0.774 1.634 -0.842
O 1.427 -7.737 1.266
H -1.295 -3.623 4.270
C -2.323 -4.021 0.618
H -1.264 -5.987 3.723
H 5.202 -1.182 1.136
H 0.326 -3.092 -0.092
C 1.527 -3.753 2.457
O -1.685 3.782 -6.332
C 0.187 1.763 3.104
C 2.020 4.327 -3.974
H 3.215 -1.780 -2.606
Cl 1.058 4.175 6.824
H -1.097 2.496 -1.144
H 4.337 6.289 -5.325
N -1.866 -1.786 1.238
H -4.353 1.615 -2.504
C 3.098 -0.950 1.067
S -1.711 5.108 -5.811
S 0.398 -1.403 3.392
H 4.007 4.873 -3.273
C 1.227 5.517 -5.726
C 0.267 3.357 -2.517
O -1.730 5.082 -4.342
C -1.522 -1.002 -2.026
H 2.285 -3.069 2.068
C -3.083 0.752 -0.977
C 1.549 -5.080 2.065
H -3.281 -1.286 -0.757
C 1.642 3.425 -2.860
H -4.559 -2.859 2.809
C -0.419 2.465 5.452
H -1.164 -0.153 -2.593
C 3.246 4.974 -4.028
C 3.364 5.860 -5.106
H 0.928 -0.257 -2.257
Dy -0.160 0.146 1.224
C -2.947 -0.641 -1.556
H -2.052 -4.902 0.009
C 0.437 -3.110 3.107
H 2.781 1.054 -0.735
C 0.456 -5.894 2.432
H 5.287 -1.810 -1.360
N 1.954 -0.968 0.378
H -4.551 3.783 -1.464
H 2.337 -5.395 1.352
C -0.565 -2.671 -0.563
H -3.571 4.129 0.781
C 0.763 3.201 5.480
H -1.583 -1.807 -2.811
O -0.500 -8.170 2.256
Cl -2.226 1.070 4.041
C 1.682 3.273 4.400
C 4.388 -1.475 -0.841
H -3.987 -4.913 1.640
H -3.539 -0.832 -2.429

=====

Record 5
82
Properties=species:S:1:pos:R:3 method="wB97M-V/def2-TZVPD" s2=0.885 e_tot_ha=-3812.1154 charge=+1 e_lumo_ev="-3.78 / -3.55" homo_lumo_gap_ev="7.353 / 7.569" multiplicity=2
H 2.921 0.123 0.224
O 0.108 -3.732 1.039
H 2.842 -0.375 -2.212
H 0.338 3.166 0.368
N 0.585 0.684 -1.193
Cl -3.899 -3.166 -6.662
C -3.821 2.459 2.631
H -0.258 -2.270 -3.602
P 0.325 0.653 1.843
H 2.516 -3.553 0.656
C 0.571 -0.020 3.519
O 2.410 1.810 -2.087
C 2.703 -3.722 -2.710
C -1.013 4.062 -3.935
H 4.750 2.721 2.543
H -0.834 -3.944 1.143
C 2.279 4.017 0.630
C 0.126 2.453 -2.630
H -4.804 2.855 2.848
H 2.893 -2.044 -4.038
H -1.271 -2.493 -5.864
C 2.635 -1.846 -0.654
C 2.806 1.862 2.297
H -5.023 -3.508 -4.087
C -1.095 1.928 -2.224
C 0.195 3.526 -3.490
O -1.474 0.036 -0.667
H -4.550 0.504 2.119
N 0.257 -2.438 1.577
C 1.302 3.060 0.851
C 0.843 0.445 5.879
C 1.222 1.655 -1.979
H 4.284 4.643 1.060
C 2.583 -3.224 -0.371
V 0.504 -0.985 -0.070
H -2.332 -0.394 1.595
H -1.006 4.905 -4.614
H 0.832 1.937 4.351
C 0.757 0.878 4.564
C 0.526 -1.807 5.143
C 2.790 -2.367 -3.011
C -1.509 -2.605 -1.214
C 0.728 -0.905 6.171
C -1.297 1.444 2.058
C -1.440 2.762 2.487
H -4.005 -3.274 -1.821
C -2.297 2.448 -2.658
H 0.991 1.166 6.671
C 3.520 3.898 1.237
O -0.225 -2.253 -1.191
O -2.151 -2.804 -0.203
H -0.577 3.401 2.610
C 1.555 1.976 1.692
H -3.150 3.976 -3.897
H 2.722 -4.451 -3.510
H 2.569 -5.208 -1.163
C -1.860 -2.660 -4.973
C -3.681 1.139 2.222
C -2.703 3.268 2.763
H 1.148 3.930 -3.806
C 2.754 -1.432 -1.995
C -1.301 -2.535 -3.713
H 0.426 -2.861 5.368
C -3.984 -3.236 -3.967
H 0.787 -1.254 7.193
C -3.197 -3.010 -5.088
H -3.241 2.029 -2.337
H 2.070 4.854 -0.024
C 2.615 -4.152 -1.390
H 0.110 -3.448 3.298
C -2.077 -2.757 -2.579
C 2.521 -0.865 0.428
H 3.026 1.024 2.947
C 3.782 2.820 2.069
C -0.762 0.815 -1.314
C 0.247 -2.466 2.851
C -3.417 -3.107 -2.713
C 0.451 -1.384 3.812
C -2.235 3.534 -3.528
C -2.425 0.632 1.934
H 2.797 -1.239 1.411
H -2.809 4.294 3.088